No. 1
Below is a cluster of 9 separate species, C30H80B4F16N5O10 in total in a non-equilibrium geometry, with properties calculated with ωB97M-V with the def2-TZVPD basis set.

## Properties
Net charge: +1

Structure (XYZ):
```
145
C30H80B4F16N5O10 (ωB97M-V with the def2-TZVPD basis set)
C 1.946 2.910 -1.492
O 0.848 3.554 -2.080
C -0.377 2.845 -2.033
C -1.279 3.544 -3.023
N -0.663 3.545 -4.391
H -1.068 4.289 -4.942
H 0.280 3.872 -4.235
C -0.609 2.226 -5.171
C -1.959 1.491 -5.408
O -2.387 0.875 -4.225
C -3.734 0.424 -4.302
H 2.298 2.091 -2.120
H 1.746 2.667 -0.448
H 2.726 3.665 -1.393
H -0.809 3.007 -1.046
H -0.262 1.775 -2.206
H -1.277 4.608 -2.788
H -2.314 3.301 -3.265
H 0.215 1.678 -4.714
H -0.194 2.522 -6.134
H -1.696 0.702 -6.112
H -2.695 2.181 -5.821
H -4.435 1.235 -4.497
H -3.758 -0.032 -3.313
H -4.033 -0.342 -5.018
C 1.714 1.684 5.884
O 1.926 0.362 5.482
C 0.683 -0.266 5.192
C 0.152 0.074 3.761
N 1.241 0.339 2.715
H 0.792 0.576 1.842
H 1.668 1.222 2.956
C 2.327 -0.669 2.552
C 3.587 -0.063 1.828
O 4.129 0.996 2.716
C 5.307 1.486 2.114
H 1.073 2.299 5.253
H 2.588 2.323 5.762
H 1.491 1.646 6.950
H -0.054 -0.127 5.983
H 0.845 -1.341 5.112
H -0.409 1.008 3.733
H -0.650 -0.557 3.377
H 1.927 -1.462 1.920
H 2.556 -0.938 3.583
H 3.209 0.253 0.856
H 4.386 -0.792 1.693
H 5.744 2.164 2.847
H 5.020 2.202 1.344
H 6.057 0.759 1.803
C -2.854 -2.533 3.715
O -2.043 -2.771 2.576
C -1.396 -4.038 2.505
C -0.523 -4.203 1.243
N -1.192 -3.746 -0.146
H -1.178 -2.738 -0.198
H -0.570 -4.128 -0.845
C -2.627 -4.251 -0.442
C -3.040 -3.761 -1.847
O -1.954 -4.001 -2.738
C -2.201 -3.550 -4.069
H -2.181 -2.636 4.567
H -3.568 -3.354 3.788
H -3.413 -1.612 3.553
H -2.175 -4.796 2.576
H -0.808 -4.320 3.379
H -0.116 -5.195 1.049
H 0.358 -3.562 1.296
H -3.220 -3.877 0.393
H -2.535 -5.336 -0.392
H -3.183 -2.682 -1.787
H -3.966 -4.292 -2.069
H -2.928 -4.206 -4.547
H -1.282 -3.610 -4.653
H -2.587 -2.534 -4.149
C -5.993 5.795 3.366
O -4.566 5.807 3.381
C -3.963 5.189 4.472
C -2.442 4.919 4.157
N -2.372 3.600 3.279
H -1.415 3.302 3.154
H -2.892 2.913 3.806
C -3.058 3.711 1.859
C -2.848 2.403 1.032
O -4.051 1.627 1.020
C -3.763 0.315 0.537
H -6.531 5.112 4.024
H -6.400 5.830 2.356
H -6.263 6.754 3.807
H -4.537 4.345 4.855
H -3.982 5.834 5.351
H -1.942 4.803 5.118
H -1.992 5.719 3.569
H -2.677 4.619 1.393
H -4.146 3.770 1.893
H -1.941 1.940 1.421
H -2.616 2.716 0.014
H -3.357 0.373 -0.473
H -4.676 -0.274 0.450
H -2.966 -0.211 1.062
C 6.590 -0.634 -2.075
O 5.227 -0.985 -1.888
C 5.012 -2.312 -1.578
C 3.521 -2.592 -1.757
N 3.015 -2.051 -3.124
H 3.553 -1.226 -3.351
H 3.095 -2.784 -3.814
C 1.515 -1.724 -3.089
C 1.039 -1.426 -4.485
O 1.709 -0.346 -5.194
C 1.436 -0.271 -6.587
H 6.766 0.441 -2.118
H 6.989 -1.087 -2.983
H 7.113 -1.003 -1.192
H 5.252 -2.602 -0.555
H 5.681 -2.837 -2.260
H 2.951 -2.099 -0.969
H 3.418 -3.674 -1.839
H 1.371 -0.773 -2.577
H 1.020 -2.616 -2.706
H -0.019 -1.170 -4.436
H 1.058 -2.364 -5.040
H 1.738 -1.173 -7.119
H 2.111 0.513 -6.929
H 0.381 -0.083 -6.787
B -0.231 -0.751 -0.123
F 0.169 0.586 -0.092
F 0.873 -1.469 -0.110
F -0.753 -1.014 1.104
F -1.002 -0.976 -1.203
B 1.152 3.786 2.617
F 2.264 3.038 2.772
F 1.345 4.780 1.660
F 0.164 2.937 2.306
F 0.905 4.334 3.836
B 3.103 -4.361 3.479
F 2.495 -4.677 2.329
F 2.079 -3.886 4.282
F 3.596 -5.487 4.165
F 4.189 -3.527 3.363
B 1.408 -5.494 -2.182
F 2.025 -6.650 -2.109
F 0.063 -5.685 -2.165
F 1.683 -4.874 -0.931
F 1.686 -4.724 -3.288
```

Löwdin population analysis, charges in e, atoms 1 to 99: C -0.07; O -0.18; C -0.19; C -0.07; N 0.06; H 0.17; H 0.16; C -0.05; C -0.19; O -0.20; C -0.08; H 0.09; H 0.09; H 0.10; H 0.12; H 0.12; H 0.14; H 0.14; H 0.12; H 0.13; H 0.12; H 0.13; H 0.09; H 0.09; H 0.09; C -0.10; O -0.16; C -0.17; C -0.06; N 0.09; H 0.11; H 0.11; C -0.05; C -0.12; O -0.18; C -0.12; H 0.07; H 0.10; H 0.10; H 0.13; H 0.12; H 0.10; H 0.10; H 0.12; H 0.13; H 0.11; H 0.12; H 0.09; H 0.08; H 0.09; C -0.08; O -0.24; C -0.18; C 0.00; N 0.11; H 0.10; H 0.11; C -0.04; C -0.18; O -0.19; C -0.07; H 0.09; H 0.09; H 0.09; H 0.12; H 0.14; H 0.14; H 0.11; H 0.12; H 0.14; H 0.11; H 0.13; H 0.09; H 0.09; H 0.07; C -0.08; O -0.20; C -0.23; C -0.01; N 0.11; H 0.10; H 0.16; C -0.03; C -0.19; O -0.16; C -0.08; H 0.09; H 0.09; H 0.09; H 0.12; H 0.13; H 0.13; H 0.14; H 0.14; H 0.12; H 0.11; H 0.11; H 0.08; H 0.10

No. 2
Below is a cluster of 7 separate species, C30H80N6O9 in total in a non-equilibrium geometry, with properties calculated with ωB97M-V with the def2-TZVPD basis set.

## Properties
SMILES: COC[C@H](C)N.COC[C@H](C)N.COC[C@H](C)N.COC[C@H](C)N.COCCNCCOC.COCCNCCOC.CCO

Structure (XYZ):
```
125
C30H80N6O9 (ωB97M-V with the def2-TZVPD basis set)
C -0.769 0.217 0.535
C 0.578 0.591 -0.205
O 1.245 1.455 0.638
H -1.585 0.803 0.112
H -0.792 0.316 1.620
H -0.979 -0.843 0.387
H 0.379 1.194 -1.090
H 1.212 -0.280 -0.374
H 1.070 2.378 0.443
C -1.102 -3.163 -2.054
O -0.904 -1.984 -2.699
C -2.018 -1.630 -3.510
C -1.824 -0.194 -4.024
N -2.315 0.779 -3.064
C -2.041 2.159 -3.475
C -2.516 3.177 -2.483
O -1.836 3.009 -1.264
C -1.774 4.186 -0.463
H -0.389 -3.215 -1.231
H -0.866 -4.035 -2.664
H -2.107 -3.269 -1.647
H -2.993 -1.822 -3.062
H -1.937 -2.272 -4.387
H -2.371 -0.011 -4.949
H -0.792 -0.043 -4.339
H -1.799 0.625 -2.210
H -2.593 2.343 -4.397
H -0.987 2.297 -3.715
H -3.594 3.112 -2.338
H -2.352 4.128 -2.991
H -1.207 3.921 0.430
H -2.763 4.549 -0.185
H -1.244 4.992 -0.971
C 1.826 -1.942 -3.778
O 3.253 -1.757 -3.839
C 3.799 -0.795 -2.903
C 5.358 -0.840 -2.831
N 6.032 -0.241 -3.960
C 5.992 -1.060 -5.162
C 6.497 -0.243 -6.390
O 5.446 0.612 -6.977
C 5.621 0.956 -8.323
H 1.567 -2.396 -2.822
H 1.409 -2.677 -4.467
H 1.343 -0.965 -3.821
H 3.391 -1.088 -1.935
H 3.457 0.214 -3.132
H 5.759 -1.839 -2.660
H 5.751 -0.310 -1.964
H 5.645 0.674 -4.143
H 4.930 -1.237 -5.328
H 6.641 -1.928 -5.041
H 6.840 -0.946 -7.150
H 7.349 0.376 -6.107
H 6.096 1.936 -8.369
H 4.634 1.101 -8.764
H 6.067 0.233 -9.005
C -4.197 1.957 6.104
C -4.143 1.598 4.614
C -2.659 1.688 4.057
O -2.079 2.991 4.341
C -0.758 3.125 3.924
N -4.784 0.307 4.502
H -3.523 1.327 6.685
H -5.212 1.828 6.480
H -3.966 3.017 6.203
H -4.780 2.274 4.044
H -2.692 1.602 2.971
H -2.063 0.846 4.408
H -0.073 2.463 4.454
H -0.561 4.180 4.118
H -0.681 2.878 2.865
H -5.624 0.361 5.060
H -4.336 -0.396 5.073
C -6.135 -6.265 1.815
C -4.661 -6.048 1.389
C -4.201 -4.669 1.927
O -4.768 -3.557 1.301
C -4.267 -2.279 1.700
N -3.998 -7.164 2.050
H -6.234 -6.393 2.893
H -6.450 -7.105 1.197
H -6.809 -5.460 1.522
H -4.536 -5.984 0.308
H -3.118 -4.588 1.840
H -4.366 -4.709 3.004
H -4.857 -1.459 1.291
H -3.230 -2.122 1.403
H -4.322 -2.135 2.779
H -2.998 -7.069 2.155
H -4.224 -7.244 3.031
C 1.385 -0.676 4.582
C 2.245 -1.322 3.471
C 1.429 -2.222 2.508
O 0.685 -3.221 3.285
C -0.031 -4.181 2.496
N 2.898 -0.220 2.802
H 0.900 -1.391 5.247
H 0.634 -0.047 4.103
H 2.027 -0.083 5.233
H 3.030 -1.924 3.931
H 2.165 -2.750 1.902
H 0.817 -1.631 1.827
H 0.735 -4.803 2.033
H -0.607 -3.804 1.651
H -0.638 -4.838 3.118
H 3.450 -0.617 2.055
H 2.234 0.339 2.286
C 1.556 5.605 2.249
C 2.410 4.337 1.852
C 2.647 4.253 0.350
O 1.382 4.163 -0.264
C 1.404 3.952 -1.637
N 3.637 4.499 2.669
H 1.286 5.724 3.298
H 0.599 5.620 1.727
H 2.094 6.523 2.016
H 1.880 3.458 2.221
H 3.182 3.335 0.108
H 3.205 5.107 -0.036
H 0.403 3.950 -2.070
H 1.897 3.026 -1.934
H 1.919 4.698 -2.242
H 4.271 3.729 2.507
H 3.441 4.310 3.642
```

Löwdin population analysis, charges in e, atoms 1 to 99: C -0.06; C -0.27; O -0.11; H 0.06; H 0.06; H 0.05; H 0.10; H 0.10; H 0.04; C -0.16; O -0.22; C -0.18; C -0.20; N -0.04; C -0.22; C -0.24; O -0.21; C -0.09; H 0.08; H 0.09; H 0.09; H 0.13; H 0.12; H 0.12; H 0.10; H 0.08; H 0.12; H 0.11; H 0.13; H 0.12; H 0.08; H 0.09; H 0.08; C -0.09; O -0.22; C -0.18; C -0.20; N -0.09; C -0.19; C -0.16; O -0.20; C -0.14; H 0.07; H 0.09; H 0.07; H 0.10; H 0.11; H 0.12; H 0.11; H 0.11; H 0.11; H 0.12; H 0.11; H 0.11; H 0.08; H 0.08; H 0.08; C -0.07; C -0.41; C -0.15; O -0.19; C -0.12; N 0.02; H 0.08; H 0.07; H 0.07; H 0.13; H 0.11; H 0.12; H 0.08; H 0.09; H 0.07; H 0.06; H 0.07; C -0.07; C -0.41; C -0.24; O -0.18; C -0.09; N 0.03; H 0.08; H 0.07; H 0.07; H 0.14; H 0.10; H 0.12; H 0.09; H 0.07; H 0.07; H 0.06; H 0.07; C -0.06; C -0.43; C -0.16; O -0.19; C -0.11; N 0.04; H 0.07; H 0.06

Asked for gap between HOMO and LUMO across the records above, the calculation gives 7.79, 9.05 eV in order.